Entry from OMol25: the molecule C3H2N2O2 at a distorted geometry (the ωB97M-V functional and the def2-TZVPD basis).

The geometry in XYZ format:
```
9
C3H2N2O2, DFT the ωB97M-V functional and the def2-TZVPD basis
O -2.50 -0.81 -0.45
C -1.68 0.04 0.23
C -0.23 -0.23 0.43
C 0.91 0.65 -0.08
N 2.09 0.02 -0.31
O 1.82 -1.23 -0.07
N 0.38 -1.44 0.20
H -1.84 1.18 0.30
H 1.04 1.82 -0.25
```

As for the spin multiplicity: 1. The calculation puts the total energy at -375.305980 Ha. As for the orbital gap: 9.53 eV. The structure (SMILES) is O=Cc1cnon1. The HOMO energy is -11.20 eV.